[1]
The following is a quantum chemistry calculation of an isolated molecule of C5H9BO4 at a distorted geometry, from OMol25.

Its energy above the lowest of the compared OMol25 structures with the same formula, charge and spin is 85.2 kcal/mol. The electronic energy comes out at -14196.2798 eV. Its structure (SMILES) is CB(O)[C@H]1OC(=O)O[C@@H]1C.

Structure (ORCA input):
```
! wB97M-V def2-TZVPD RIJCOSX def2/J DEFGRID3
* xyz 0 1
C 2.140 1.157 0.195
B 0.510 1.288 0.110
O -0.102 2.320 -0.733
C -0.505 0.282 0.924
O -1.870 0.837 1.034
C -2.639 0.135 0.025
O -3.494 0.562 -0.757
O -2.091 -1.211 0.141
C -0.674 -0.931 -0.120
C 0.360 -2.146 -0.124
H 2.455 0.338 -0.549
H 2.478 0.946 1.270
H 2.640 2.132 -0.174
H -0.180 1.877 -1.612
H -0.218 0.036 2.015
H -0.678 -0.389 -1.128
H 0.254 -2.683 -1.140
H 1.417 -1.680 -0.120
H 0.197 -2.869 0.742
*
```

[2]
The following is a quantum chemistry calculation of a structure of composition C42H50HgN3O6P at a distorted geometry, from OMol25.

Its energy above the lowest of the compared OMol25 structures with the same formula, charge and spin is 32.9 kcal/mol. Its expectation value of S² is 0.763. The electronic energy comes out at -74577.8621 eV.

Structure (ORCA input):
```
! wB97M-V def2-TZVPD RIJCOSX def2/J DEFGRID3
* xyz -1 2
Hg 1.214 1.079 -0.705
C 4.249 1.476 -3.988
C 2.854 1.560 -3.426
O 2.489 0.719 -2.512
C 2.000 2.469 -4.077
C 0.618 2.655 -3.936
C -0.089 3.856 -4.453
N -0.072 1.868 -3.043
N -1.349 1.777 -3.265
C -1.964 1.384 -2.096
O -1.393 0.896 -1.046
C -3.454 1.310 -2.334
C -4.274 0.864 -1.295
C -5.639 0.682 -1.486
C -6.174 0.886 -2.748
C -5.400 1.365 -3.774
C -4.015 1.597 -3.602
H 4.133 1.093 -5.020
H 4.903 0.792 -3.486
H 4.777 2.452 -4.112
H 2.531 2.986 -4.864
H 0.616 4.624 -4.614
H -0.783 4.144 -3.634
H -0.651 3.672 -5.382
H -3.770 0.657 -0.282
H -6.177 0.195 -0.641
H -7.203 0.574 -2.913
H -5.865 1.574 -4.716
H -3.315 1.863 -4.403
C -0.479 -3.874 4.291
O -0.312 -3.734 2.867
C -1.418 -4.424 2.279
C -1.020 -5.390 1.188
O -1.014 -4.747 -0.061
C -1.350 -5.652 -1.080
C -1.546 -5.060 -2.388
O -0.296 -4.416 -2.696
C -0.372 -3.884 -4.058
H 0.265 -3.271 4.842
H -1.503 -3.479 4.596
H -0.306 -4.899 4.583
H -1.945 -4.992 3.106
H -2.166 -3.712 1.929
H -0.014 -5.833 1.383
H -1.726 -6.253 1.233
H -0.564 -6.502 -1.106
H -2.186 -6.289 -0.856
H -1.683 -5.857 -3.156
H -2.396 -4.314 -2.414
H -0.581 -4.738 -4.778
H -1.157 -3.175 -4.273
H 0.545 -3.319 -4.252
C 2.349 -4.085 -0.357
C 2.269 -2.610 -0.472
C 3.477 -1.946 -1.179
C 2.034 -1.979 0.944
C 2.990 -2.270 2.020
O 3.121 -0.971 2.873
C 2.672 -0.039 1.929
N 2.153 -0.491 0.863
C 2.851 1.332 2.550
C 4.059 1.495 3.261
C 4.308 2.748 3.915
C 3.335 3.683 3.898
C 2.183 3.562 3.087
C 1.953 2.433 2.362
P 0.404 2.258 1.356
C -0.191 3.971 1.179
C -1.134 4.497 2.084
C -1.493 5.848 1.926
C -1.030 6.653 0.830
C 0.020 6.129 0.054
C 0.404 4.760 0.147
C -0.811 1.395 2.434
C -0.388 0.956 3.648
C -1.336 0.406 4.550
C -2.675 0.373 4.231
C -3.138 0.858 2.959
C -2.173 1.285 2.053
H 2.570 -4.521 -1.355
H 1.396 -4.582 -0.058
H 3.109 -4.483 0.326
H 1.348 -2.445 -1.055
H 4.417 -1.948 -0.601
H 3.243 -0.897 -1.468
H 3.647 -2.411 -2.189
H 0.973 -2.176 1.235
H 3.980 -2.388 1.602
H 2.681 -3.087 2.715
H 4.719 0.714 3.475
H 5.254 3.048 4.348
H 3.543 4.660 4.366
H 1.490 4.406 3.040
H -1.529 4.046 2.964
H -2.210 6.250 2.643
H -1.563 7.600 0.531
H 0.364 6.716 -0.820
H 1.179 4.304 -0.464
H 0.595 1.205 4.046
H -1.045 0.103 5.554
H -3.339 0.060 4.984
H -4.198 0.811 2.732
H -2.411 1.512 0.978
*
```

[3]
The following is a quantum chemistry calculation of a cluster of 7 separate species, C28H40N2O15 in total at a distorted geometry, from OMol25.

Its energy above the lowest of the compared OMol25 structures with the same formula, charge and spin is 35.8 kcal/mol. The electronic energy comes out at -63373.5543 eV. Its structure (SMILES) is C[C@H]1COC(=O)O1.C[C@H]1COC(=O)O1.C[C@H]1COC(=O)O1.C[C@H]1COC(=O)O1.C[C@H]1COC(=O)O1.c1cc[nH]c1.c1cc[nH]c1.

Structure (ORCA input):
```
! wB97M-V def2-TZVPD RIJCOSX def2/J DEFGRID3
* xyz 0 1
C 8.446 1.324 -2.076
C 6.973 0.855 -2.420
C 6.872 -0.597 -2.867
O 5.832 -1.150 -2.156
C 5.455 -0.341 -1.207
O 4.577 -0.536 -0.450
O 6.284 0.823 -1.254
H 9.071 1.141 -2.951
H 8.839 0.487 -1.500
H 8.593 2.250 -1.521
H 6.425 1.485 -3.121
H 7.782 -1.140 -2.610
H 6.698 -0.723 -3.936
C -1.461 4.581 -2.674
C -2.272 3.615 -1.840
C -3.693 3.906 -1.486
O -4.301 2.665 -1.889
C -3.433 1.832 -2.399
O -3.695 0.725 -2.871
O -2.301 2.338 -2.407
H -1.848 4.432 -3.683
H -0.422 4.264 -2.753
H -1.606 5.610 -2.347
H -1.699 3.739 -0.921
H -4.194 4.578 -2.182
H -3.826 4.249 -0.459
C -4.581 4.394 3.875
C -3.782 4.425 2.554
C -2.359 5.005 2.708
O -1.766 4.184 1.744
C -2.392 3.040 1.593
O -1.992 2.179 0.814
O -3.467 3.072 2.154
H -5.660 4.241 3.867
H -4.595 5.291 4.495
H -4.140 3.658 4.547
H -4.375 4.873 1.757
H -2.004 4.956 3.737
H -2.254 6.059 2.453
C -4.701 -0.254 1.000
C -5.926 0.552 1.450
C -7.258 -0.103 1.396
O -7.692 -0.279 2.725
C -6.832 0.355 3.485
O -7.151 0.498 4.679
O -5.708 0.753 2.813
H -3.730 0.187 1.225
H -4.638 -0.383 -0.080
H -4.711 -1.285 1.353
H -5.968 1.566 1.054
H -7.109 -1.098 0.977
H -7.888 0.303 0.605
C 1.638 -1.438 -2.210
C 0.871 -1.217 -0.842
C -0.155 -0.091 -0.903
O -1.373 -0.622 -0.214
C -1.328 -1.969 -0.289
O -2.199 -2.750 0.088
O -0.049 -2.310 -0.573
H 1.723 -0.536 -2.815
H 1.236 -2.294 -2.753
H 2.674 -1.700 -1.997
H 1.497 -1.062 0.037
H -0.309 0.362 -1.882
H 0.113 0.837 -0.398
N 4.573 -2.179 3.561
C 3.753 -2.610 2.463
C 3.470 -3.941 2.561
C 4.198 -4.401 3.669
C 4.766 -3.353 4.340
H 4.850 -1.231 3.769
H 3.461 -1.867 1.736
H 2.838 -4.545 1.926
H 4.116 -5.448 3.921
H 5.309 -3.327 5.273
N 2.331 -6.841 -2.671
C 1.294 -6.050 -3.025
C 1.298 -4.980 -2.223
C 2.316 -5.088 -1.284
C 2.893 -6.299 -1.565
H 2.540 -7.777 -2.988
H 0.443 -6.319 -3.633
H 0.494 -4.298 -2.457
H 2.683 -4.355 -0.580
H 3.619 -6.905 -1.044
*
```